Record 1
A structure of composition C54H47N7O4RuS4. Source: the OMol25 dataset; level of theory: wB97M-V/def2-TZVPD.

Last column: Mulliken spin population.
Geometry (Å):
Ru1 -0.112 -1.363 -2.039  2.61
C1 -4.079 -5.922 -5.418  0.00
C2 -3.051 -4.842 -5.288  0.00
C3 -2.988 -4.073 -4.126  0.02
C4 -2.008 -3.111 -3.966  0.02
C5 -1.100 -2.906 -4.983  0.05
C6 -1.164 -3.616 -6.163  0.02
C7 -2.144 -4.584 -6.310  0.00
S1 0.380 -1.866 -4.830  0.02
O1 -0.338 -0.855 -6.155  0.00
O2 1.462 -2.457 -5.539  0.01
N1 0.555 -2.859 -3.145  0.50
C8 1.650 -3.504 -2.788  0.01
C9 2.166 -4.637 -3.435  0.18
C10 3.250 -5.309 -2.895  -0.08
C11 3.863 -4.882 -1.732  0.19
C12 3.460 -3.683 -1.112  -0.07
C13 4.070 -3.123 0.032  0.03
C14 3.664 -1.883 0.464  -0.02
C15 2.643 -1.210 -0.212  0.02
N2 1.974 -1.758 -1.216  0.07
C16 2.367 -2.974 -1.659  0.06
H1 -4.015 -6.615 -4.581  0.00
H2 -3.932 -6.487 -6.334  0.00
H3 -5.080 -5.492 -5.422  0.00
H4 -3.699 -4.242 -3.333  0.00
H5 -1.924 -2.535 -3.029  -0.09
H6 -0.442 -3.406 -6.934  0.00
H7 -2.189 -5.151 -7.227  0.00
H8 1.675 -4.980 -4.332  0.01
H9 3.596 -6.210 -3.381  0.00
H10 4.669 -5.454 -1.301  0.00
H11 4.863 -3.663 0.525  0.00
H12 4.143 -1.406 1.306  0.00
H13 2.371 -0.196 0.060  0.04
N3 -1.758 0.302 -0.275  0.27
S2 -0.602 2.837 0.215  0.00
N4 0.656 3.168 1.161  0.01
S3 1.117 2.226 2.390  0.06
N5 0.381 0.980 2.747  0.27
S4 0.214 -0.911 1.918  0.44
N6 -1.186 -0.555 -0.757  -0.02
C17 0.765 -2.628 2.179  0.12
C18 1.411 -3.004 3.343  -0.01
C19 1.828 -4.316 3.495  -0.01
C20 1.619 -5.228 2.474  0.01
C21 0.989 -4.835 1.302  0.02
C22 0.559 -3.527 1.145  -0.01
C23 -1.254 -1.035 2.937  0.00
C24 -1.208 -0.729 4.286  0.04
C25 -2.377 -0.750 5.026  0.00
C26 -3.579 -1.075 4.419  0.00
C27 -3.606 -1.422 3.079  0.00
C28 -2.440 -1.409 2.333  0.00
C29 0.970 3.355 3.804  0.04
C30 1.600 4.584 3.742  0.00
C31 1.415 5.481 4.781  0.00
C32 0.613 5.138 5.860  0.00
C33 -0.001 3.896 5.912  0.00
C34 0.171 2.997 4.873  0.00
C35 2.917 2.187 2.179  0.01
C36 3.463 2.466 0.942  0.00
C37 4.841 2.521 0.815  0.00
C38 5.646 2.301 1.920  0.00
C39 5.084 2.007 3.153  0.00
C40 3.707 1.944 3.288  0.00
C41 -0.557 4.354 -0.784  0.00
C42 -1.128 4.334 -2.046  0.00
C43 -1.055 5.468 -2.838  0.00
C44 -0.419 6.605 -2.363  0.00
C45 0.132 6.620 -1.091  0.00
C46 0.061 5.490 -0.295  0.00
C47 -2.052 3.250 1.228  -0.01
C48 -3.271 2.681 0.907  0.01
C49 -4.370 2.945 1.707  0.00
C50 -4.242 3.763 2.819  0.00
C51 -3.014 4.326 3.131  0.00
C52 -1.914 4.072 2.330  0.00
H14 1.595 -2.277 4.119  -0.01
H15 2.333 -4.622 4.400  0.00
H16 1.943 -6.251 2.593  0.00
H17 0.839 -5.546 0.504  0.00
H18 0.070 -3.204 0.222  0.01
H19 -0.270 -0.458 4.740  0.00
H20 -2.351 -0.509 6.079  0.00
H21 -4.492 -1.074 4.996  0.00
H22 -4.536 -1.700 2.606  0.00
H23 -2.454 -1.686 1.290  0.01
H24 2.218 4.831 2.892  0.00
H25 1.895 6.446 4.746  0.00
H26 0.463 5.849 6.658  0.00
H27 -0.617 3.630 6.757  0.00
H28 -0.306 2.030 4.866  -0.01
H29 2.813 2.656 0.102  0.00
H30 5.282 2.753 -0.141  0.00
H31 6.718 2.352 1.819  0.00
H32 5.717 1.843 4.011  0.00
H33 3.248 1.723 4.241  0.00
H34 -1.621 3.445 -2.409  0.00
H35 -1.486 5.460 -3.827  0.00
H36 -0.351 7.486 -2.982  0.00
H37 0.622 7.503 -0.708  0.00
H38 0.493 5.472 0.694  0.00
H39 -3.353 2.027 0.055  0.00
H40 -5.325 2.504 1.464  0.00
H41 -5.101 3.963 3.442  0.00
H42 -2.904 4.962 3.997  0.00
H43 -0.952 4.501 2.562  0.00
N7 -1.873 0.156 -3.441  0.09
C53 -2.216 0.036 -4.867  0.00
C54 -0.975 0.230 -5.779  0.00
O3 -0.694 1.342 -6.136  0.00
O4 0.626 -0.655 -4.019  0.08
H44 -2.735 0.249 -2.904  -0.01
H45 -1.338 1.016 -3.323  -0.02
H46 -2.917 0.832 -5.165  0.00
H47 -2.685 -0.933 -5.053  0.00

Atomic forces in eV per Å
1.080 -0.111 -1.537
-0.040 0.005 -0.018
0.071 0.097 -0.026
0.122 0.101 -0.141
-0.130 0.202 0.521
0.255 0.243 0.084
-0.026 0.126 -0.063
-0.015 0.001 0.158
-0.597 -1.013 -0.459
1.003 -0.630 -0.431
0.261 0.031 -0.567
-0.549 0.718 -0.397
1.305 -1.015 0.163
-0.524 0.810 0.141
0.447 -0.261 0.520
-0.060 -0.260 -0.367
-0.231 0.332 0.169
-0.251 0.214 -0.244
0.342 -0.169 0.076
-0.212 -0.231 -0.424
0.377 0.366 0.600
0.212 -0.521 -0.193
-0.042 -0.047 0.057
-0.077 -0.038 -0.075
-0.082 -0.075 -0.031
-0.112 -0.058 0.131
-0.297 -0.431 -0.553
0.034 -0.096 -0.175
-0.016 -0.098 -0.076
-0.040 -0.068 -0.072
0.082 -0.038 0.011
0.153 -0.042 0.038
0.121 -0.006 0.100
0.023 0.049 0.077
-0.077 -0.036 0.066
1.098 -2.635 -1.215
-0.483 1.298 0.407
1.073 -0.352 0.578
-0.287 0.689 -0.216
0.155 0.468 0.311
-0.210 -1.131 0.261
-2.972 3.351 2.975
0.101 0.484 -0.119
0.044 -0.026 0.085
0.084 0.076 0.010
-0.060 -0.093 -0.071
0.014 -0.074 -0.013
-0.135 0.054 -0.327
0.155 0.118 -0.199
-0.088 -0.022 0.122
0.122 -0.003 0.029
-0.143 -0.087 -0.044
-0.100 -0.021 0.044
0.050 -0.017 -0.061
0.120 -0.201 -0.304
0.024 0.075 0.018
0.054 0.012 -0.113
-0.065 -0.003 0.043
0.026 0.118 -0.003
0.059 -0.258 -0.172
-0.601 0.114 -0.161
-0.075 0.020 -0.137
0.039 -0.059 -0.007
0.021 -0.034 -0.072
-0.087 -0.054 0.057
-0.056 -0.099 0.130
0.124 -0.282 -0.065
0.031 -0.181 0.116
-0.031 0.061 0.026
-0.013 0.029 0.016
-0.056 -0.115 0.072
0.079 -0.041 0.195
0.067 -0.353 -0.136
0.009 -0.053 -0.114
-0.071 0.070 0.004
-0.043 -0.041 -0.027
0.043 0.022 -0.050
0.176 0.080 -0.005
-0.016 0.083 0.122
0.000 -0.008 0.064
0.041 -0.075 -0.016
-0.033 -0.068 -0.083
0.118 -0.144 0.286
0.113 0.068 0.082
0.017 0.020 0.089
-0.058 -0.008 0.036
-0.087 -0.029 -0.018
-0.035 -0.007 -0.063
0.090 0.096 -0.081
0.046 0.091 0.009
0.012 0.035 0.096
-0.075 -0.027 0.071
-0.096 -0.127 0.025
-0.007 0.096 -0.087
0.054 0.003 -0.126
0.135 0.037 0.006
0.049 -0.049 0.094
0.005 0.023 0.122
-0.045 -0.151 -0.111
-0.027 -0.027 -0.076
-0.012 0.070 -0.105
0.011 0.072 -0.033
0.095 0.049 0.044
-0.106 -0.031 -0.050
-0.061 -0.027 -0.012
-0.053 -0.003 0.047
-0.013 0.051 0.053
0.058 0.085 0.053
-0.152 0.055 0.228
-0.162 0.302 -0.532
-0.968 0.526 0.753
0.134 0.099 -0.183
-0.038 0.078 0.330
0.209 0.060 -0.089
-0.102 -0.082 0.055
0.176 -0.249 0.005
0.078 0.161 0.070

Its LUMO energy (spin up / spin down) is -2.20 / -3.73 eV. As for the HOMO-LUMO gap (spin up / spin down): 6.824 / 5.875 eV. As for the net charge: +1. As for the energy above the lowest of the compared OMol25 structures with the same formula, charge and spin: 432.58 kJ/mol. Its total energy is -121289.1338 eV. As for the expectation value of S²: 8.81. The spin multiplicity is 6.

Record 2
A cluster of 7 separate species, C54H47NO29 in total. Source: the OMol25 dataset; level of theory: wB97M-V/def2-TZVPD.

Last column: Mulliken charge in e.
Geometry (Å):
C1 -1.755 4.205 -0.798  -0.81
C2 -3.069 3.367 -0.865  0.61
O1 -3.797 3.353 0.100  -0.55
O2 -3.443 2.644 -1.995  -0.37
C3 -4.469 1.699 -1.668  0.55
O3 -5.624 1.921 -1.803  -0.50
C4 -3.910 0.306 -1.161  -0.17
C5 -5.057 -0.754 -1.277  -0.12
C6 -5.704 -1.095 -2.669  -0.95
C7 -6.664 -2.285 -2.179  0.25
O4 -7.571 -2.711 -2.839  -0.56
N1 -6.293 -2.718 -0.820  -0.55
C8 -4.876 -2.204 -0.671  0.61
C9 -4.052 -3.310 -1.435  -1.38
C10 -2.831 -3.960 -0.677  0.24
C11 -2.909 -3.937 0.890  -1.07
O5 -1.529 -3.464 -1.102  -0.43
C12 -1.480 -2.040 -1.109  0.23
C13 0.012 -1.549 -1.172  0.17
C14 0.641 -1.524 -2.492  -0.51
C15 2.017 -1.049 -2.690  -0.81
C16 2.767 -0.575 -1.528  -0.37
C17 2.147 -0.626 -0.211  -0.97
C18 0.769 -1.102 -0.016  -0.11
H1 -1.056 3.808 -1.580  0.26
H2 -1.994 5.280 -1.016  0.31
H3 -1.312 4.142 0.231  0.23
H4 -3.014 0.106 -1.801  0.05
H5 -3.653 0.458 -0.077  0.26
H6 -5.879 -0.338 -0.623  0.16
H7 -6.248 -0.196 -3.050  0.49
H8 -5.038 -1.433 -3.500  0.34
H9 -6.990 -2.248 -0.232  0.41
H10 -4.802 -2.088 0.438  0.64
H11 -3.700 -2.908 -2.428  0.24
H12 -4.757 -4.145 -1.700  0.50
H13 -2.812 -5.047 -0.975  0.40
H14 -2.331 -4.761 1.381  0.34
H15 -2.621 -2.945 1.343  0.12
H16 -3.991 -4.113 1.173  0.40
H17 -1.979 -1.549 -0.235  0.12
H18 -1.929 -1.710 -2.093  0.14
H19 0.110 -1.865 -3.408  0.36
H20 2.449 -1.028 -3.720  0.34
H21 3.804 -0.180 -1.642  0.42
H22 2.680 -0.294 0.708  0.49
H23 0.268 -1.140 0.974  0.58
O6 2.743 -1.202 6.268  -0.64
C19 2.090 -1.982 5.601  0.89
C20 2.206 -2.066 4.146  -1.04
C21 1.452 -2.928 3.455  0.22
O7 1.540 -3.021 2.119  -0.51
C22 0.472 -3.830 4.134  1.09
O8 -0.207 -4.587 3.464  -0.63
C23 0.374 -3.762 5.590  -1.02
C24 1.128 -2.902 6.282  0.41
O9 1.055 -2.822 7.622  -0.58
H24 2.917 -1.407 3.666  0.71
H25 0.896 -3.708 1.859  0.30
H26 -0.326 -4.430 6.072  0.44
H27 1.694 -2.128 7.878  0.35
O10 -1.782 -0.694 3.317  -0.38
C25 -1.851 0.154 4.191  1.09
C26 -1.610 1.572 3.934  -1.30
C27 -1.680 2.462 4.929  0.46
O11 -1.465 3.772 4.718  -0.58
C28 -2.001 2.046 6.329  0.88
O12 -2.036 2.887 7.207  -0.61
C29 -2.265 0.630 6.582  -0.78
C30 -2.199 -0.259 5.586  0.12
O13 -2.439 -1.567 5.789  -0.62
H28 -1.377 1.860 2.918  0.61
H29 -1.572 4.199 5.590  0.35
H30 -2.513 0.343 7.594  0.45
H31 -2.324 -1.989 4.916  0.28
O14 1.413 4.135 -1.580  -0.64
C31 2.209 4.761 -0.903  1.09
C32 2.286 6.220 -0.921  -1.04
C33 3.190 6.860 -0.171  0.31
O15 3.279 8.202 -0.169  -0.58
C34 4.148 6.116 0.702  0.90
O16 4.966 6.737 1.354  -0.62
C35 4.053 4.657 0.738  -0.85
C36 3.148 4.019 -0.009  0.07
O17 3.037 2.678 0.008  -0.23
H32 1.590 6.747 -1.559  0.47
H33 4.005 8.415 0.448  0.35
H34 4.740 4.131 1.388  0.56
H35 2.314 2.467 -0.618  0.26
O18 5.644 0.052 2.193  -0.60
C37 6.541 0.434 1.461  0.71
C38 6.304 1.305 0.312  -0.54
C39 7.317 1.685 -0.473  -0.06
O19 7.119 2.488 -1.532  -0.51
C40 8.718 1.235 -0.211  0.94
O20 9.608 1.589 -0.961  -0.61
C41 8.959 0.383 0.953  -1.02
C42 7.946 0.006 1.739  0.26
O21 8.143 -0.776 2.817  -0.58
H36 5.286 1.621 0.132  0.95
H37 8.001 2.617 -1.934  0.28
H38 9.979 0.078 1.142  0.43
H39 7.259 -0.904 3.211  0.34
O22 7.371 6.908 -7.384  -0.61
C43 7.518 6.440 -6.271  0.86
C44 7.513 7.263 -5.062  -0.86
C45 7.696 6.706 -3.862  0.25
O23 7.692 7.442 -2.735  -0.58
C46 7.914 5.235 -3.710  1.11
O24 8.095 4.773 -2.597  -0.65
C47 7.896 4.409 -4.914  -0.83
C48 7.710 4.966 -6.115  0.28
O25 7.687 4.227 -7.238  -0.56
H40 7.356 8.326 -5.186  0.42
H41 7.846 6.808 -2.008  0.34
H42 8.038 3.344 -4.789  0.47
H43 7.540 4.861 -7.966  0.35
O26 -7.852 -6.665 -4.149  -0.62
C49 -8.461 -6.946 -3.134  0.92
C50 -8.657 -5.995 -2.041  -0.65
C51 -9.320 -6.357 -0.938  0.20
O27 -9.515 -5.498 0.082  -0.55
C52 -9.879 -7.733 -0.779  0.84
O28 -10.460 -8.026 0.250  -0.62
C53 -9.704 -8.677 -1.883  -1.01
C54 -9.044 -8.315 -2.986  0.36
O29 -8.872 -9.164 -4.016  -0.56
H44 -8.246 -5.001 -2.166  0.60
H45 -10.016 -6.001 0.753  0.35
H46 -10.128 -9.665 -1.763  0.41
H47 -8.366 -8.664 -4.685  0.35

Atomic forces in eV per Å
-0.186 -0.717 -1.408
-0.381 0.693 1.382
0.364 -0.284 -0.396
0.564 0.266 0.857
0.232 -1.412 0.688
0.438 0.500 -0.352
-0.482 0.744 -0.894
0.485 -0.186 -0.041
-0.297 0.208 1.025
0.412 0.937 -0.558
0.244 -0.107 0.684
-0.419 0.746 -1.914
-1.832 0.208 0.611
0.687 0.290 0.048
0.388 -0.747 0.370
-1.101 0.065 0.117
-0.814 0.389 0.582
1.419 0.670 -0.868
1.173 0.273 -0.710
1.727 0.732 1.029
-1.319 0.010 2.064
-1.799 -0.719 0.250
-1.389 -0.495 -0.832
0.700 -0.006 -2.463
-0.390 0.632 0.857
0.139 -1.042 0.131
-0.624 -0.132 -1.050
-0.631 -0.010 0.836
0.102 -0.188 -1.029
0.720 -0.250 -0.854
-0.013 -1.104 0.264
-0.240 0.156 0.920
0.424 -0.287 0.202
0.941 -0.500 -0.863
-0.192 -0.399 1.041
0.621 0.885 0.478
0.067 1.141 0.177
-0.217 0.834 -0.663
-0.167 -0.987 -0.538
1.054 0.162 -0.176
0.190 -0.553 -0.646
0.131 0.004 1.160
0.200 0.244 0.982
-0.391 -0.019 1.149
-1.016 -0.430 0.136
-0.221 -0.240 -0.997
0.664 0.181 -0.742
-0.205 -0.175 0.296
0.371 0.293 -0.591
0.067 0.163 0.307
0.458 0.354 -0.710
-0.395 -0.457 0.802
-0.318 -0.276 0.519
0.172 0.180 -0.256
-0.117 -0.115 -0.258
-0.458 -0.376 0.744
0.396 0.350 -0.700
-0.004 -0.019 -0.010
0.049 0.058 -0.155
0.015 0.023 0.013
-0.048 -0.039 0.058
-0.070 -0.240 0.272
0.165 0.500 -0.502
-0.016 -0.377 -0.107
0.209 0.625 -0.698
-0.181 -0.609 0.637
-0.178 -0.434 0.544
0.079 0.212 -0.311
0.045 0.301 0.081
-0.207 -0.593 0.619
0.223 0.556 -0.632
-0.009 0.016 0.020
0.024 0.057 -0.073
0.011 -0.010 -0.024
-0.031 -0.095 0.085
0.184 -0.252 0.181
-0.273 0.580 -0.291
-0.135 -0.320 -0.106
-0.402 0.774 -0.385
0.364 -0.742 0.350
0.312 -0.573 0.316
-0.181 0.285 -0.181
0.123 0.267 0.077
0.399 -0.724 0.416
-0.385 0.728 -0.412
0.029 0.009 0.006
-0.041 0.074 -0.050
-0.013 0.000 -0.018
0.099 -0.194 0.066
0.278 -0.175 0.174
-0.521 0.365 -0.371
-0.145 -0.223 0.355
-0.710 0.488 -0.553
0.589 -0.782 0.590
0.550 -0.310 0.331
-0.289 0.144 -0.150
0.055 0.161 -0.242
0.683 -0.426 0.451
-0.624 0.404 -0.442
-0.032 -0.003 -0.024
-0.111 0.326 -0.049
-0.026 -0.007 0.003
0.074 -0.041 0.033
0.025 -0.375 -0.081
-0.076 0.688 0.211
-0.018 -0.058 -0.305
-0.113 0.877 0.306
0.080 -0.843 -0.284
0.054 -0.640 -0.292
0.070 0.404 0.007
0.031 0.064 0.384
0.074 -0.907 -0.319
-0.067 0.841 0.311
0.014 -0.016 0.016
0.007 0.109 0.024
0.005 0.016 -0.041
0.018 -0.091 -0.024
-0.087 -0.395 -0.087
0.114 0.684 0.226
0.160 -0.027 -0.263
0.198 0.801 0.168
-0.164 -0.794 -0.206
-0.156 -0.587 -0.155
0.077 0.327 0.062
-0.101 0.073 0.286
-0.208 -0.860 -0.261
0.185 0.780 0.247
-0.014 0.043 -0.007
0.031 0.072 -0.004
0.019 0.015 -0.011
-0.021 -0.067 0.001

Its SMILES is CC(=O)OC(=O)C[C@H]1CC(=O)N[C@H]1C[C@H](C)OCc1ccccc1.O=C1C=C(O)C(=O)C=C1O.O=C1C=C(O)C(=O)C=C1O.O=C1C=C(O)C(=O)C=C1O.O=C1C=C(O)C(=O)C=C1O.O=C1C=C(O)C(=O)C=C1O.O=C1C=C(O)C(=O)C=C1O. Its LUMO energy is -1.86 eV. As for the HOMO-LUMO gap: 7.390 eV. Its total energy is -117622.7103 eV.

What is the formula in the second record?
C54H47NO29